1.
{"formula": "C21H15N6OTl", "method": "wB97M-V/def2-TZVPD", "elements": ["Tl", "N", "C", "C", "C", "C", "C", "C", "C", "C", "C", "C", "C", "C", "N", "C", "C", "C", "C", "N", "H", "H", "H", "H", "H", "H", "H", "H", "H", "H", "C", "H", "H", "H", "N", "C", "O", "C", "C", "N", "C", "N", "H", "H"], "xyz": [[1.465471, -0.377514, 1.597892], [-6.518065, -0.303532, -5.207548], [-5.644249, -0.300126, -4.460937], [-4.556566, -0.296980, -3.529584], [-3.898246, -1.486469, -3.220618], [-2.853711, -1.477851, -2.314467], [-2.452481, -0.288799, -1.713845], [-3.107958, 0.896859, -2.030083], [-4.157743, 0.897222, -2.930670], [-1.331618, -0.289812, -0.730915], [-0.096723, 0.164892, -1.203418], [0.152885, 0.649895, -2.514272], [1.483018, 1.000097, -2.576566], [2.025597, 0.714722, -1.313794], [1.100344, 0.219313, -0.493657], [-1.649022, -0.735681, 0.551742], [-2.919877, -1.197446, 0.997758], [-2.785074, -1.517525, 2.328338], [-1.446055, -1.235394, 2.664832], [-0.771228, -0.765374, 1.622718], [-4.210569, -2.406918, -3.694638], [-2.340339, -2.399065, -2.069925], [-2.790423, 1.819544, -1.561134], [-4.671160, 1.817405, -3.173551], [-0.581948, 0.713601, -3.300340], [2.021293, 1.407564, -3.416131], [3.044559, 0.836571, -0.981805], [-3.809706, -1.276326, 0.394424], [-3.544750, -1.901938, 2.988887], [-0.967002, -1.343526, 3.628268], [2.252816, -1.723322, 3.114749], [1.858085, -1.363633, 4.063468], [3.336326, -1.650782, 3.117851], [1.944273, -2.752031, 2.952598], [5.961433, 1.002739, 1.514096], [4.618460, 1.024791, 1.661314], [3.903909, 0.236926, 1.007214], [4.081787, 1.994158, 2.604793], [2.711466, 1.934976, 2.693405], [1.588642, 1.647144, 2.564221], [4.930546, 2.794549, 3.390027], [5.697624, 3.395239, 4.008726], [6.374064, 0.324102, 0.900757], [6.551915, 1.597733, 2.069818]], "atomic_forces_ev_per_a": [[0.22, -1.20, -0.30], [0.05, 0.00, 0.04], [-0.22, -0.01, -0.19], [0.24, 0.02, 0.22], [-0.08, 0.05, -0.07], [0.05, -0.01, 0.03], [-0.08, -0.03, -0.10], [0.06, 0.00, 0.06], [-0.04, -0.03, -0.04], [0.08, 0.01, 0.19], [-0.10, 0.01, -0.14], [0.00, -0.07, 0.10], [0.00, 0.02, -0.02], [0.10, 0.02, -0.07], [0.09, -0.04, 0.35], [-0.18, 0.06, -0.10], [0.05, -0.02, 0.02], [-0.13, -0.04, -0.02], [0.09, 0.11, -0.06], [-0.26, -0.07, 0.04], [0.01, -0.01, 0.01], [-0.01, 0.01, 0.00], [-0.02, 0.00, -0.01], [-0.01, -0.01, 0.00], [0.02, 0.02, 0.00], [-0.01, -0.01, 0.00], [-0.03, -0.01, 0.05], [0.01, 0.01, 0.00], [0.02, 0.01, 0.02], [-0.01, -0.02, 0.00], [-0.01, 0.19, -0.10], [0.00, -0.01, -0.02], [-0.02, 0.04, -0.07], [-0.07, 0.05, -0.11], [0.01, 0.06, 0.08], [0.16, 0.07, -0.01], [0.08, 0.17, 0.05], [0.33, -0.21, -0.24], [-0.36, -0.17, -0.12], [0.00, 0.97, 0.42], [-0.01, 0.08, 0.21], [-0.01, 0.03, -0.07], [-0.06, -0.03, 0.00], [0.02, 0.00, -0.03]], "lowdin_charge": [1.10, 0.16, -0.18, -0.23, -0.01, -0.01, -0.20, -0.01, -0.01, -0.04, -0.24, 0.00, -0.05, -0.12, -0.03, -0.25, -0.01, -0.06, -0.14, -0.05, 0.12, 0.13, 0.13, 0.12, 0.12, 0.10, 0.10, 0.11, 0.10, 0.11, -0.19, 0.00, -0.01, -0.01, 0.19, -0.50, -0.10, -0.19, -0.18, 0.09, -0.24, 0.14, 0.12, 0.10], "gap_ev": 6.9, "homo_ev": -8.252, "charge": 0, "e_above_lowest_ev": 0.1797}

2.
{"formula": "C21H16AgF3N8O", "method": "wB97M-V/def2-TZVPD", "elements": ["Ag", "C", "N", "C", "N", "C", "N", "C", "C", "C", "C", "C", "C", "C", "N", "N", "C", "O", "C", "C", "C", "C", "C", "C", "N", "C", "N", "C", "N", "C", "H", "H", "H", "H", "H", "H", "H", "H", "H", "H", "H", "H", "H", "H", "H", "H", "F", "C", "F", "F"], "xyz": [[-0.043136, 0.220213, -3.307836], [4.553070, 1.850441, -0.489359], [3.858201, 1.354641, -1.675154], [2.684579, 1.743720, -2.175940], [2.299882, 0.914005, -3.127801], [3.305768, 0.000626, -3.153616], [4.265973, 0.223810, -2.288207], [4.097137, 1.087005, 0.727559], [4.843252, 0.045007, 1.259929], [4.309309, -0.751353, 2.265457], [3.014840, -0.538467, 2.712709], [2.272549, 0.511433, 2.186675], [2.826889, 1.333444, 1.218546], [0.846860, 0.705718, 2.461798], [0.200287, 1.811907, 2.545156], [-1.149791, 1.472276, 2.505170], [-1.189804, 0.193749, 2.398134], [0.037255, -0.377701, 2.415091], [-2.326452, -0.650731, 2.025966], [-2.431134, -1.981193, 2.418090], [-3.426760, -2.775466, 1.876855], [-4.282822, -2.259560, 0.909876], [-4.173551, -0.934479, 0.514488], [-4.989062, -0.383988, -0.628409], [-4.110868, 0.122221, -1.684567], [-3.124331, -0.504578, -2.324243], [-2.512698, 0.331618, -3.143756], [-3.181902, 1.498248, -2.940508], [-4.157120, 1.419788, -2.065497], [-3.209775, -0.125169, 1.097189], [4.316941, 2.910631, -0.399619], [5.619698, 1.738043, -0.669259], [2.140667, 2.602507, -1.818876], [3.321536, -0.846415, -3.818242], [5.829613, -0.167266, 0.866077], [4.892925, -1.564551, 2.675053], [2.576741, -1.192164, 3.455400], [2.209591, 2.117901, 0.797348], [-1.723680, -2.392651, 3.125597], [-3.513817, -3.810878, 2.177158], [-5.023771, -2.900697, 0.446643], [-5.593216, 0.471304, -0.332077], [-5.648379, -1.148088, -1.039432], [-2.860346, -1.534122, -2.148727], [-2.944382, 2.416779, -3.450411], [-3.074082, 0.897744, 0.767903], [-0.425912, 0.262990, -0.319556], [0.078290, -0.676014, -1.229080], [-0.625387, -1.819297, -0.893019], [1.340323, -0.922938, -0.726676]], "atomic_forces_ev_per_a": [[-0.04, -0.23, 0.51], [-0.03, 0.00, -0.04], [0.06, -0.03, 0.02], [-0.06, -0.01, 0.03], [-0.02, 0.11, -0.20], [0.03, -0.07, 0.00], [-0.05, 0.09, -0.02], [0.03, -0.03, -0.01], [0.00, -0.01, 0.02], [-0.01, 0.03, -0.01], [0.02, -0.01, 0.03], [-0.03, -0.02, 0.00], [-0.04, 0.01, -0.04], [0.22, -0.10, 0.05], [-0.12, 0.05, -0.01], [0.08, 0.10, 0.00], [-0.16, -0.22, 0.02], [0.00, 0.10, 0.02], [0.03, 0.01, 0.01], [-0.02, 0.02, 0.03], [-0.02, 0.02, -0.02], [-0.01, -0.02, 0.05], [0.00, 0.00, -0.02], [0.05, 0.03, -0.04], [-0.11, 0.11, 0.02], [0.07, -0.10, 0.00], [0.11, 0.26, -0.15], [-0.09, -0.03, -0.02], [0.03, -0.09, -0.01], [0.00, 0.00, -0.06], [0.03, 0.00, 0.00], [0.00, 0.00, 0.00], [0.01, 0.02, -0.01], [0.00, 0.00, -0.01], [0.00, 0.00, 0.00], [0.00, -0.01, 0.00], [0.00, -0.01, 0.00], [0.00, 0.01, 0.00], [0.01, -0.01, 0.00], [0.00, 0.00, 0.00], [0.00, -0.01, 0.00], [-0.01, -0.01, 0.02], [-0.01, 0.00, -0.02], [0.04, 0.00, 0.02], [0.00, 0.00, 0.00], [0.00, 0.00, 0.00], [-0.02, 0.08, -0.02], [0.06, 0.02, -0.10], [-0.04, -0.03, -0.01], [0.02, -0.02, 0.00]], "lowdin_charge": [0.67, -0.07, -0.12, -0.16, 0.00, -0.22, 0.12, -0.20, -0.03, -0.06, -0.01, -0.14, 0.02, -0.32, 0.13, 0.13, -0.32, 0.14, -0.14, -0.01, -0.06, -0.03, -0.21, -0.07, -0.12, -0.15, 0.01, -0.22, 0.11, 0.03, 0.13, 0.13, 0.14, 0.11, 0.11, 0.11, 0.12, 0.12, 0.12, 0.11, 0.11, 0.13, 0.12, 0.14, 0.10, 0.13, -0.05, -0.53, -0.04, -0.03], "gap_ev": 8.0, "homo_ev": -7.741, "charge": 0, "e_above_lowest_ev": 0.0000}

3.
{"formula": "C21H16BrF5IN2O5RhTe", "method": "wB97M-V/def2-TZVPD", "elements": ["Rh", "C", "C", "N", "C", "C", "C", "O", "C", "C", "N", "C", "C", "C", "C", "C", "C", "I", "C", "O", "H", "H", "H", "H", "H", "H", "H", "H", "H", "H", "H", "H", "F", "Te", "F", "F", "F", "F", "O", "Br", "C", "C", "C", "C", "C", "C", "C", "O", "O", "H", "H", "H", "H"], "xyz": [[-0.186676, 0.541251, -1.808420], [3.237801, -1.215681, -4.161821], [3.326795, -1.174237, -2.669585], [4.191307, -1.944128, -2.057159], [4.280499, -1.920263, -0.711422], [3.540614, -1.086219, 0.077885], [3.742800, -1.062872, 1.564188], [2.478995, -1.214725, 2.212602], [2.586602, -0.253349, -0.550618], [1.867444, 0.724196, 0.213757], [0.835199, 1.348263, -0.237608], [0.222742, 2.433963, 0.437288], [0.316764, 2.637471, 1.810403], [-0.316348, 3.715110, 2.408048], [-1.051472, 4.613478, 1.648674], [-1.157653, 4.425828, 0.278361], [-0.525503, 3.344130, -0.304505], [-0.692768, 3.020940, -2.368423], [2.440882, -0.309464, -1.947644], [1.610475, 0.431151, -2.638863], [4.121991, -1.706906, -4.560563], [3.140375, -0.212884, -4.575206], [2.348277, -1.772335, -4.461344], [4.997423, -2.604409, -0.272049], [4.206415, -0.115025, 1.870489], [4.428997, -1.866939, 1.838451], [2.627445, -1.416723, 3.141290], [2.269291, 0.994787, 1.184840], [0.851557, 1.932186, 2.432834], [-0.247834, 3.837771, 3.480196], [-1.555462, 5.446674, 2.118253], [-1.740186, 5.108057, -0.325603], [-1.862626, -2.640129, -4.628047], [-1.641147, -1.953534, -2.904672], [0.139419, -2.153232, -3.505956], [-1.461063, -3.617635, -2.157191], [-3.501612, -2.140390, -3.055468], [-0.099251, -1.387063, -1.293744], [-1.567186, -0.146943, -3.160561], [-2.789315, 1.396476, 4.680084], [-3.221201, 0.100061, 3.363235], [-4.055376, -0.956667, 3.690810], [-4.356119, -1.904270, 2.722163], [-3.822969, -1.800945, 1.446774], [-2.993102, -0.731351, 1.137875], [-2.691200, 0.230726, 2.095017], [-2.381458, -0.603150, -0.219851], [-2.527534, -1.604009, -0.983849], [-1.802904, 0.478011, -0.480565], [-4.462954, -1.037670, 4.688920], [-5.008221, -2.730713, 2.970548], [-4.039305, -2.539986, 0.688363], [-2.051662, 1.063317, 1.839387]], "atomic_forces_ev_per_a": [[-0.77, -0.06, 1.29], [0.01, -0.03, 0.01], [-0.02, 0.03, 0.00], [0.02, 0.02, 0.00], [0.02, 0.03, -0.02], [0.02, -0.05, 0.05], [-0.01, 0.01, -0.01], [0.00, 0.01, 0.02], [-0.11, -0.03, 0.02], [0.20, 0.21, -0.12], [-0.17, -0.59, -0.14], [0.07, 0.06, 0.04], [-0.02, -0.07, 0.07], [-0.02, 0.03, -0.03], [0.02, -0.04, 0.01], [0.00, -0.01, 0.02], [0.01, 0.10, -0.07], [0.14, 0.07, 0.07], [0.09, 0.06, -0.05], [-0.20, -0.04, -0.49], [-0.01, -0.01, 0.00], [0.02, 0.01, -0.01], [-0.02, 0.02, 0.00], [-0.01, -0.01, 0.01], [0.01, 0.00, 0.00], [-0.01, -0.01, 0.00], [0.00, 0.00, 0.00], [0.02, 0.11, -0.02], [0.01, -0.06, -0.05], [-0.01, 0.00, 0.00], [0.00, 0.00, 0.00], [0.00, 0.01, 0.00], [0.01, 0.07, -0.09], [0.06, -0.12, -0.34], [0.06, -0.16, 0.09], [-0.11, -0.11, 0.08], [-0.06, 0.04, 0.06], [0.11, 0.35, 0.02], [0.44, -0.05, -0.28], [-0.01, -0.01, 0.00], [0.01, 0.01, -0.01], [0.00, 0.00, 0.00], [0.01, 0.00, 0.00], [0.01, -0.02, 0.01], [-0.02, 0.05, -0.02], [-0.03, 0.02, 0.00], [-0.25, -0.05, -0.04], [0.31, -0.01, 0.20], [0.18, 0.21, -0.31], [0.00, 0.00, 0.00], [0.00, 0.00, 0.00], [0.00, 0.00, 0.00], [0.01, 0.00, 0.00]], "lowdin_charge": [0.96, -0.01, -0.25, 0.13, -0.09, -0.15, -0.20, -0.05, -0.09, -0.01, -0.04, -0.31, -0.02, -0.07, -0.07, -0.13, -0.57, 1.29, -0.28, -0.19, 0.08, 0.08, 0.08, 0.11, 0.12, 0.12, 0.09, 0.13, 0.12, 0.11, 0.11, 0.10, -0.37, 1.90, -0.38, -0.31, -0.36, -0.42, -0.64, 0.73, -0.67, -0.12, -0.05, 0.00, -0.10, -0.05, -0.49, -0.13, -0.10, 0.10, 0.11, 0.13, 0.10], "gap_ev": 7.1, "homo_ev": -8.343, "charge": 0, "e_above_lowest_ev": 1.9073}

4.
{"formula": "C21H16ClN2O2V", "method": "wB97M-V/def2-TZVPD", "elements": ["V", "O", "C", "C", "C", "C", "C", "C", "C", "N", "N", "C", "O", "C", "C", "C", "C", "C", "C", "H", "H", "H", "H", "H", "H", "H", "H", "H", "H", "Cl", "C", "C", "C", "C", "C", "C", "C", "H", "H", "H", "H", "H", "H"], "xyz": [[0.758014, -0.221462, -0.799883], [1.692723, 0.889873, 0.579007], [2.399131, 0.466028, 1.581052], [3.250431, 1.371272, 2.262115], [4.026439, 0.991461, 3.329446], [3.998399, -0.326048, 3.807224], [3.171866, -1.227462, 3.175795], [2.374250, -0.875504, 2.074688], [1.531925, -1.913304, 1.522646], [0.799044, -1.806172, 0.468024], [0.028808, -2.909549, 0.125639], [-0.722222, -2.623872, -0.911137], [-0.757803, -1.499453, -1.528152], [-1.611504, -3.718426, -1.405495], [-2.449485, -3.469552, -2.488468], [-3.288407, -4.461991, -2.974375], [-3.297190, -5.717657, -2.382543], [-2.461236, -5.971807, -1.301912], [-1.624125, -4.980024, -0.815609], [3.272170, 2.388021, 1.888175], [4.669091, 1.722638, 3.807506], [4.609670, -0.623952, 4.648668], [3.123301, -2.253462, 3.526974], [1.513110, -2.866986, 2.051638], [-2.422865, -2.484710, -2.934873], [-3.936566, -4.257019, -3.817927], [-3.950557, -6.494346, -2.761335], [-2.464183, -6.951118, -0.838301], [-0.968016, -5.162236, 0.024337], [3.825169, 2.023088, -2.158979], [2.192854, 2.081324, -2.778402], [1.651400, 3.324682, -3.037682], [0.356897, 3.440754, -3.527706], [-0.376418, 2.282060, -3.741583], [0.173797, 1.038544, -3.482023], [1.496591, 0.868390, -3.002907], [1.987895, -0.435973, -2.627354], [2.249909, 4.206468, -2.848287], [-0.069091, 4.415570, -3.725665], [-1.393143, 2.347309, -4.111325], [-0.414531, 0.142475, -3.646222], [3.058572, -0.525097, -2.483013], [1.564546, -1.252064, -3.209502]], "atomic_forces_ev_per_a": [[-0.09, 0.21, -0.29], [0.02, -0.12, -0.08], [0.06, -0.06, 0.14], [-0.02, 0.12, -0.06], [0.01, -0.07, 0.06], [-0.04, 0.06, -0.07], [0.02, 0.02, 0.03], [-0.10, 0.05, -0.16], [-0.09, -0.12, -0.04], [0.19, -0.03, 0.21], [-0.02, -0.09, 0.09], [0.11, 0.23, -0.05], [0.08, -0.10, 0.08], [-0.11, -0.01, -0.07], [0.03, 0.02, 0.02], [-0.01, -0.03, 0.01], [0.01, 0.04, -0.01], [-0.01, -0.02, -0.01], [0.02, 0.00, 0.02], [0.00, -0.01, 0.00], [0.00, 0.00, -0.01], [0.00, -0.01, 0.00], [0.00, 0.00, 0.00], [-0.04, -0.02, -0.03], [-0.01, 0.00, 0.00], [0.00, 0.01, 0.00], [0.00, 0.00, 0.00], [0.01, 0.01, 0.01], [0.00, 0.00, 0.00], [0.01, 0.00, 0.00], [-0.03, -0.06, 0.03], [-0.01, 0.04, 0.00], [0.00, -0.02, 0.00], [-0.02, 0.03, 0.00], [-0.09, -0.07, 0.09], [0.14, 0.05, 0.06], [-0.06, -0.06, 0.01], [0.01, -0.01, 0.01], [0.01, 0.01, 0.01], [0.00, -0.02, 0.00], [0.01, 0.00, -0.01], [0.01, 0.05, 0.00], [-0.04, 0.00, 0.01]], "lowdin_charge": [0.87, -0.18, -0.36, -0.03, -0.11, -0.13, -0.08, -0.15, -0.08, -0.10, 0.06, -0.47, -0.15, -0.14, -0.03, -0.10, -0.11, -0.10, -0.04, 0.11, 0.09, 0.08, 0.10, 0.12, 0.11, 0.09, 0.09, 0.09, 0.10, 0.66, -0.61, -0.14, -0.13, -0.11, -0.08, -0.40, -0.19, 0.09, 0.09, 0.09, 0.10, 0.01, 0.05], "gap_ev": [6.5, 7.1], "homo_ev": [-3.518, -4.082], "s2": 3.77, "spin_multiplicity": 4, "charge": -1, "e_above_lowest_ev": 0.0000}